(1)
C45H41IrN2O2P3 | the ωB97M-V functional and the def2-TZVPD basis

Its total energy is -3127.660188 Ha. Its net charge is +1.

Positions of all 94 atoms, in Å:
Ir 0.36480 -1.50254 0.80001
N -0.13930 -2.46539 2.67073
N 0.62565 -1.84952 3.68005
C 1.68337 -1.00016 3.31485
O 2.48306 -0.65733 4.14147
O 1.68180 -0.63314 2.04323
H -1.12845 -2.38003 2.89230
H 0.07568 -3.45900 2.58440
H 0.72039 -2.33901 4.55590
C -0.26297 1.87281 -0.06306
C 0.35550 1.24625 -1.31450
P 1.23424 -0.34330 -1.01499
C 3.00681 -0.02575 -0.78481
C 3.76814 -1.02074 -0.17847
C 5.13989 -0.87503 -0.05059
C 5.76274 0.26752 -0.53049
C 5.01113 1.25640 -1.14873
C 3.63910 1.10900 -1.27937
C 1.24986 -1.11650 -2.66609
C 1.44649 -2.48440 -2.82003
C 1.52452 -3.04902 -4.08489
C 1.42149 -2.24751 -5.21204
C 1.25633 -0.87682 -5.06846
C 1.17565 -0.31388 -3.80479
P 1.06114 2.36139 1.15726
C 1.26554 4.12326 0.68007
C 0.30180 5.10144 0.92714
C 0.49567 6.40363 0.49597
C 1.65443 6.74663 -0.19101
C 2.62419 5.78668 -0.43163
C 2.43199 4.48300 0.00933
C 0.10734 2.53793 2.70645
C -1.26284 2.34519 2.84971
C -1.86882 2.45425 4.09719
C -1.11115 2.74885 5.21848
C 0.25885 2.94492 5.08754
C 0.85955 2.83788 3.84537
H -0.94638 1.16023 0.40631
H -0.84944 2.74909 -0.34946
H 1.03678 1.95863 -1.78377
H -0.40998 1.01292 -2.05719
H 3.28804 -1.90938 0.21554
H 5.72043 -1.64857 0.43396
H 6.83249 0.38710 -0.42319
H 5.49317 2.14713 -1.53010
H 3.07716 1.89059 -1.77353
H 1.54267 -3.11852 -1.95277
H 1.67312 -4.11632 -4.18675
H 1.48549 -2.68612 -6.19912
H 1.19410 -0.24190 -5.94254
H 1.04919 0.75737 -3.72127
H -0.60045 4.84457 1.47042
H -0.25506 7.15627 0.69976
H 1.80402 7.76478 -0.52562
H 3.53704 6.05435 -0.94800
H 3.20874 3.74194 -0.14048
H -1.88860 2.15004 1.98737
H -2.94168 2.33086 4.18364
H -1.58263 2.83397 6.18869
H 0.86070 3.17292 5.95723
H 1.93112 2.97803 3.75630
C -5.21892 -1.05108 2.71036
C -5.41776 -1.66412 1.47842
C -4.35398 -1.83712 0.61002
C -3.07721 -1.40898 0.98040
C -2.88655 -0.77449 2.20534
C -3.95909 -0.59933 3.07081
P -1.70224 -1.75029 -0.13408
C -2.19226 -1.05457 -1.72200
C -2.85445 0.17391 -1.76133
C -3.19893 0.73586 -2.97923
C -2.89008 0.07130 -4.16026
C -2.24966 -1.15864 -4.12355
C -1.90029 -1.72604 -2.90688
C -1.34660 -3.48484 -0.35379
C -1.93342 -4.69397 -0.69845
C -1.11515 -5.81328 -0.69031
C 0.23218 -5.70652 -0.33494
C 0.80295 -4.49185 0.02817
C -0.00715 -3.35756 0.01461
H -6.05430 -0.91513 3.38416
H -6.40478 -2.00468 1.19563
H -4.51440 -2.30136 -0.35618
H -1.91500 -0.37227 2.47296
H -3.80870 -0.10179 4.01957
H -3.11004 0.68817 -0.84185
H -3.71299 1.68737 -3.00788
H -3.16131 0.51024 -5.11141
H -2.01773 -1.68114 -5.04195
H -1.39996 -2.68440 -2.88525
H -2.98016 -4.76746 -0.96531
H -1.51898 -6.78136 -0.95408
H 0.84538 -6.59900 -0.33479
H 1.84792 -4.44355 0.31410

Löwdin population analysis, charges in e, atoms 1 to 4: 1.005, -0.053, 0.022, -0.680



(2)
C45H42AgFN7O5S | the ωB97M-V functional and the def2-TZVPD basis

Its total energy is -3144.431849 Ha. The relative energy (zero: lowest compared OMol25 entry of this formula, charge and spin) comes out at 27.0 kcal/mol. Its net charge is -1.

Positions of all 102 atoms, in Å:
Ag 3.11080 -0.57944 0.30733
C 2.28236 -0.24399 3.93986
N 3.24134 -0.05850 2.86831
C 4.48161 -0.14735 3.18020
C 5.55387 -0.10191 2.22855
C 6.93197 0.02632 2.48161
C 7.55121 -0.00032 1.22894
C 6.50730 -0.16393 0.29315
N 5.31393 -0.22578 0.88794
C 1.92458 1.07121 4.59189
C 1.40229 2.10297 3.80800
C 1.10085 3.33591 4.36318
C 1.29341 3.55583 5.72508
C 1.80135 2.53522 6.51413
C 2.12269 1.30499 5.94605
H 2.63373 -0.95836 4.69661
H 1.37420 -0.66933 3.49702
H 4.77763 -0.29909 4.23048
H 7.39895 0.14843 3.45144
H 8.60867 0.07734 1.01422
H 6.58870 -0.25903 -0.78249
H 1.26358 1.92424 2.74594
H 0.72232 4.13288 3.73289
H 1.05562 4.51822 6.16169
H 1.95142 2.69558 7.57524
H 2.54482 0.52043 6.56404
C -2.40072 -1.59168 -5.45972
C -1.03790 -1.44507 -4.82763
C 0.08740 -2.02341 -5.40898
C 1.34584 -1.86232 -4.84399
C 1.49091 -1.12140 -3.67788
C 0.38056 -0.53469 -3.08830
C -0.87248 -0.70226 -3.66291
S 3.12120 -0.96885 -2.93797
O 3.28626 -2.16727 -2.15984
O 4.00617 -0.79732 -4.07669
N 3.04323 0.25955 -1.96988
C 2.94501 1.55709 -2.37346
C 2.76618 2.01510 -3.67711
C 2.63853 3.38623 -3.96507
C 2.69385 4.34488 -2.99199
C 2.89896 3.94357 -1.64868
C 3.00226 4.86702 -0.58224
C 3.23616 4.42414 0.68703
C 3.34303 3.03364 0.90816
N 3.22075 2.15236 -0.04646
C 3.02225 2.56930 -1.32327
H -2.39868 -2.37430 -6.21960
H -2.71319 -0.66073 -5.94144
H -3.15846 -1.84866 -4.71378
H -0.02413 -2.60896 -6.31630
H 2.22688 -2.30412 -5.29288
H 0.51049 0.03739 -2.17782
H -1.74130 -0.24487 -3.19277
H 2.74836 1.29164 -4.48123
H 2.50380 3.68940 -4.99818
H 2.59549 5.39820 -3.23365
H 2.90436 5.92825 -0.79083
H 3.33349 5.11416 1.51780
H 3.54352 2.63342 1.90067
F -3.19136 1.94328 0.71134
C -2.94513 0.59475 0.76848
C -1.63936 0.19733 0.68000
C -1.31850 -1.13973 0.69113
C 0.08423 -1.54720 0.42263
O 0.82738 -0.71507 -0.05105
C 0.38969 -2.94489 0.69314
C -0.64679 -3.78156 0.86656
N -1.99627 -3.41793 0.82365
C -3.00361 -4.43695 0.78621
C -2.81453 -5.56747 -0.17097
C -3.87281 -4.53603 -0.43617
C -2.33856 -2.09043 0.82869
C -3.66447 -1.65949 0.95306
C -3.99651 -0.31742 0.88955
N -5.39444 0.00354 0.91881
C -5.86713 1.34565 1.20331
C -5.95723 2.24203 -0.03171
N -6.78168 1.53335 -1.07688
C -6.19836 0.18222 -1.40447
C -6.18476 -0.63410 -0.11958
C 1.81719 -3.54921 0.90434
O 1.86189 -4.77934 0.72573
O 2.66853 -2.74590 1.32204
H -0.84563 0.92895 0.56264
H -0.45018 -4.83126 1.04071
H -3.46647 -4.67354 1.73993
H -3.11473 -6.55286 0.15550
H -1.92545 -5.54455 -0.78715
H -4.91330 -4.80949 -0.30966
H -3.67884 -3.82572 -1.23091
H -4.45084 -2.38204 1.13055
H -5.22873 1.82830 1.93567
H -6.87052 1.26455 1.64101
H -4.98010 2.41335 -0.46379
H -6.43336 3.19697 0.18734
H -6.86524 2.10645 -1.91363
H -7.72093 1.38812 -0.70464
H -5.18349 0.33818 -1.76946
H -6.80772 -0.26957 -2.18479
H -5.77481 -1.61384 -0.34428
H -7.21431 -0.77335 0.23275

Löwdin population analysis, charges in e, atoms 1 to 4: 0.728, -0.209, -0.007, -0.136



(3)
C45H42BBrF5N7O15 | the ωB97M-V functional and the def2-TZVPD basis

Its total energy is -6349.597901 Ha. The SMILES is CC[C@@H](Br)[C@]1(C(F)(F)C(F)(F)F)C(=O)OC[C@@H]1B(N)O.O=[N+]([O-])c1ccccc1.O=[N+]([O-])c1ccccc1.O=[N+]([O-])c1ccccc1.O=[N+]([O-])c1ccccc1.O=[N+]([O-])c1ccccc1.O=[N+]([O-])c1ccccc1. Its net charge is 0.

Positions of all 116 atoms, in Å:
C -1.69454 0.45717 3.51958
C -2.63557 1.66380 3.58995
C -3.63708 1.88115 2.40889
Br -2.94405 0.90593 0.82723
C -5.08242 1.45987 2.75885
C -5.26227 0.04669 3.32060
F -4.76539 -0.05247 4.55834
F -4.59439 -0.87573 2.62892
C -6.71286 -0.51487 3.40045
F -7.31080 -0.52920 2.25032
F -7.45359 0.00785 4.34171
F -6.58438 -1.80237 3.72913
C -5.96598 1.93110 1.57027
O -5.71709 2.14541 0.45305
O -7.26660 2.21006 1.98200
C -7.15150 2.76354 3.28449
C -5.73318 2.37798 3.85566
B -5.10163 3.79702 4.22256
N -4.97236 4.20020 5.60923
O -4.67563 4.74337 3.29269
H -2.19426 -0.48614 3.30377
H -0.83787 0.62867 2.87242
H -1.27731 0.34381 4.53585
H -3.14031 1.68294 4.55817
H -1.99147 2.54891 3.59383
H -3.59891 2.91059 2.08058
H -7.99818 2.48290 3.91273
H -7.26309 3.85752 3.20081
H -5.99848 1.94220 4.81815
H -5.72303 3.76019 6.13776
H -5.19678 5.19394 5.63386
H -5.19254 4.57736 2.49075
C 0.18571 2.32998 -4.66203
C 1.41275 2.56131 -4.05386
C 1.58737 2.27724 -2.70962
C 0.52612 1.75697 -1.98780
C -0.70454 1.52853 -2.57830
C -0.87312 1.81905 -3.92367
N 0.71382 1.43092 -0.56889
O 1.80054 1.66454 -0.07024
O -0.22977 0.94309 0.02838
H 0.05446 2.54800 -5.71329
H 2.23421 2.96113 -4.63128
H 2.54354 2.45865 -2.24002
H -1.53042 1.12806 -2.00739
H -1.82832 1.64410 -4.39828
C 6.94224 1.18085 -7.35822
C 6.39994 0.33630 -8.31715
C 5.02991 0.13669 -8.37041
C 4.21718 0.79126 -7.46134
C 4.74481 1.63109 -6.49558
C 6.11571 1.82464 -6.44593
N 2.76170 0.59806 -7.53075
O 2.33243 -0.16211 -8.37695
O 2.06832 1.21158 -6.73769
H 8.01273 1.33840 -7.32158
H 7.04420 -0.16521 -9.02419
H 4.61125 -0.52205 -9.11828
H 4.10473 2.13461 -5.78628
H 6.54068 2.48007 -5.69739
C -4.59290 -3.02178 -6.49192
C -4.53974 -2.33809 -5.28469
C -4.25571 -0.98215 -5.26745
C -4.03189 -0.32599 -6.46561
C -4.07479 -0.99586 -7.67580
C -4.35669 -2.35224 -7.68536
N -3.75353 1.11623 -6.45220
O -3.70280 1.67064 -5.36696
O -3.59245 1.67298 -7.51992
H -4.82025 -4.08027 -6.50292
H -4.72274 -2.86179 -4.35609
H -4.21521 -0.45259 -4.32625
H -3.89404 -0.47675 -8.60596
H -4.39577 -2.88776 -8.62435
C 0.14643 -4.26277 7.82539
C -0.76140 -3.84631 6.86087
C -0.99201 -2.49457 6.66240
C -0.30353 -1.57452 7.43402
C 0.59895 -1.97563 8.40399
C 0.82276 -3.32844 8.59884
N -0.52784 -0.14227 7.20844
O -1.34293 0.17208 6.35876
O 0.11561 0.64789 7.87426
H 0.32863 -5.31942 7.97437
H -1.28782 -4.57603 6.26062
H -1.69908 -2.17318 5.91042
H 1.12835 -1.25097 9.00542
H 1.52760 -3.65534 9.35140
C 4.31443 -5.62940 -5.90579
C 4.09927 -5.94762 -7.24020
C 4.74160 -5.23106 -8.23685
C 5.59789 -4.20356 -7.88135
C 5.81665 -3.87054 -6.55574
C 5.16878 -4.58958 -5.56436
N 6.29852 -3.45587 -8.93351
O 6.07062 -3.75441 -10.09004
O 7.06814 -2.57789 -8.58434
H 3.81499 -6.19439 -5.12901
H 3.43193 -6.75707 -7.50367
H 4.57203 -5.48052 -9.27431
H 6.48308 -3.06330 -6.28727
H 5.33237 -4.34153 -4.52432
C 3.78591 2.93451 8.97089
C 3.16223 1.69415 8.98343
C 3.90256 0.54454 8.76092
C 5.26299 0.65102 8.53233
C 5.89682 1.88088 8.51012
C 5.15060 3.02782 8.73049
N 6.05279 -0.57058 8.32021
O 5.46068 -1.63465 8.32763
O 7.25144 -0.44751 8.15352
H 3.20650 3.83133 9.14964
H 2.09917 1.62278 9.16831
H 3.41542 -0.41954 8.77049
H 6.95880 1.95622 8.32628
H 5.63391 3.99552 8.71817

Löwdin population analysis, charges in e, atoms 1 to 4: -0.148, -0.236, -0.505, 0.902



(4)
C45H42N8O15 | the ωB97M-V functional and the def2-TZVPD basis

Its total energy is -3305.926494 Ha. The relative energy (zero: lowest compared OMol25 entry of this formula, charge and spin) comes out at 21.8 kcal/mol. The SMILES is O=[N+]([O-])c1ccccc1.O=[N+]([O-])c1ccccc1.O=[N+]([O-])c1ccccc1.O=[N+]([O-])c1ccccc1.O=[N+]([O-])c1ccccc1.O=[N+]([O-])c1ccccc1.O=[N+]([O-])c1ccccc1.CNC(C)=O. Its net charge is 0.

Positions of all 110 atoms, in Å:
C 12.79109 10.33160 19.07159
C 11.75858 10.86399 19.75222
C 11.38955 12.19385 19.54118
C 12.16744 12.94172 18.68456
C 13.19823 12.41733 17.95372
C 13.51137 11.10425 18.13902
N 11.81781 14.32412 18.41342
O 12.49570 14.95000 17.56456
O 10.92731 14.85756 19.06920
H 13.22206 9.34364 19.18555
H 11.12478 10.21603 20.40014
H 10.51562 12.69589 19.97076
H 13.69052 13.12391 17.37101
H 14.32727 10.56276 17.62295
C 20.28970 9.66229 18.29517
C 19.90702 9.47895 16.97140
C 18.76464 9.97677 16.41094
C 18.07780 10.81047 17.26869
C 18.39906 10.96895 18.58358
C 19.45894 10.33696 19.15899
N 16.85616 11.60659 16.70796
O 16.69588 12.73509 17.11618
O 16.13538 11.02040 15.89068
H 21.26420 9.31832 18.49400
H 20.55403 8.90431 16.36842
H 18.54243 9.75314 15.37997
H 17.87616 11.57677 19.23882
H 19.63607 10.64755 20.21132
C 16.52451 19.21679 15.13943
C 17.41189 19.53213 16.16211
C 16.94453 20.08590 17.33231
C 15.58538 20.27994 17.50672
C 14.70598 19.93206 16.51149
C 15.17987 19.42111 15.30544
N 15.13067 20.88166 18.86501
O 16.00624 21.38957 19.53743
O 13.99841 20.67974 19.18586
H 16.90570 18.81183 14.20322
H 18.54607 19.51766 16.00903
H 17.56432 20.56750 18.04661
H 13.62726 20.01475 16.70988
H 14.56095 19.08321 14.47477
C 11.79239 11.82365 12.22416
C 12.39817 11.77181 13.44482
C 11.73864 11.22239 14.52835
C 10.47591 10.73996 14.38654
C 9.79616 10.76342 13.15713
C 10.52324 11.28003 12.04526
N 9.70020 10.26082 15.56196
O 8.67925 9.65563 15.35759
O 10.06643 10.58734 16.66444
H 12.42202 12.16282 11.36839
H 13.40019 12.11232 13.54545
H 12.31863 11.08164 15.43154
H 8.82863 10.30690 13.00483
H 10.02554 11.23286 11.08170
C 14.41506 17.64739 19.48179
C 15.65644 17.07693 19.11516
C 15.92593 15.80726 19.49868
C 14.97201 15.10345 20.19156
C 13.76146 15.58348 20.52412
C 13.47984 16.91478 20.22152
N 15.17345 13.64350 20.44877
O 16.30906 13.18247 20.23477
O 14.26730 13.05972 20.96479
H 14.07055 18.65598 19.11476
H 16.37839 17.57105 18.50566
H 16.81592 15.25539 19.28061
H 13.09649 15.00476 21.13168
H 12.52328 17.35783 20.50876
C 18.49237 13.26662 11.19360
C 19.48303 13.98752 10.60663
C 19.39034 14.23331 9.22510
C 18.34499 13.69001 8.54238
C 17.29040 13.00523 9.16697
C 17.38454 12.79129 10.46282
N 18.31615 14.08154 7.12007
O 17.35022 13.69639 6.49932
O 19.18501 14.75461 6.67038
H 18.61927 12.99290 12.27544
H 20.41297 14.32018 11.06934
H 20.20205 14.80573 8.69721
H 16.45332 12.59363 8.50332
H 16.61786 12.28146 10.94431
C 14.53452 16.34217 10.50360
C 13.55396 17.20389 10.93499
C 13.88066 18.50763 11.36796
C 15.21878 18.80922 11.37474
C 16.24225 17.95790 10.95720
C 15.85958 16.75005 10.44072
N 15.51801 20.14672 11.90332
O 14.71366 20.96979 12.22912
O 16.73227 20.42172 11.88206
H 14.15693 15.41589 10.15434
H 12.51890 16.88657 10.95284
H 13.10681 19.19881 11.69517
H 17.24693 18.30700 11.03491
H 16.61208 16.11807 9.94340
C 13.61166 15.63957 13.94653
C 14.80083 14.67106 13.93911
O 14.89214 13.86714 13.00789
N 15.67722 14.75136 14.94889
C 15.78171 15.56844 16.08504
H 12.92423 15.38138 13.13824
H 13.93796 16.64191 13.71360
H 13.14138 15.57028 14.94879
H 16.33041 13.99245 14.74725
H 16.58961 16.28534 15.98747
H 15.89828 14.96876 16.98291
H 14.84157 16.15630 16.09808

Löwdin population analysis, charges in e, atoms 1 to 4: -0.070, -0.070, 0.014, -0.185



In order of appearance, HOMO = -0.378; -0.105; -0.342; -0.357 hartree.
In order of appearance, HOMO-LUMO gap = 7.394; 2.366; 8.646; 8.992 eV.
In order of appearance, largest force on an atom = 0.4; 0.9; 2.6; 4.8 eV/A.